# C4H12NO2P

A 2-piece molecular cluster, C4H12NO2P overall (ωB97M-V/def2-TZVPD, the OMol25 dataset).

Each line ends with the Löwdin charge.
CARTESIAN COORDINATES (ANGSTROEM)
1 C 0.548 0.949 -1.211  -0.080
2 C 1.543 0.503 1.066  -0.074
3 C 0.268 0.815 0.283  -0.479
4 C -0.826 -0.160 0.574  -0.188
5 N -0.391 -1.987 -0.206  0.028
6 O -3.093 1.230 -0.215  -0.326
7 O -3.240 -1.254 0.275  -0.183
8 P -2.395 -0.048 -0.324  0.508
9 H 0.988 0.038 -1.617  0.072
10 H -0.377 1.166 -1.746  0.066
11 H 1.251 1.763 -1.388  0.084
12 H 1.916 -0.488 0.814  0.073
13 H 2.319 1.227 0.826  0.079
14 H 1.360 0.540 2.138  0.079
15 H -0.129 1.782 0.627  0.148
16 H -0.958 -0.422 1.620  0.104
17 H -2.696 -2.050 0.267  0.045
18 H 0.261 -1.732 -0.939  -0.012
19 H 0.149 -2.374 0.565  0.009
20 H -2.125 -0.468 -1.617  0.046

**Energy relative to the best compared isomer or geometry (same formula, charge and spin)**: 1.271 eV
**E_tot**: -19216.487 eV
**HOMO level**: -10.2 eV
**HOMO-LUMO gap**: 10.56 eV
**Maximum force**: 3.8 eV Å⁻¹

# C4H12NO2P

A 2-piece molecular cluster, C4H12NO2P overall (ωB97M-V/def2-TZVPD, the OMol25 dataset).

Each line ends with the Löwdin charge.
CARTESIAN COORDINATES (ANGSTROEM)
1 C -1.801 -1.571 0.496  -0.092
2 C -1.870 0.638 -0.893  -0.046
3 C 2.028 1.644 0.042  -0.259
4 C -1.518 -0.123 0.380  -0.584
5 N -1.170 0.351 1.494  0.096
6 O 2.792 -0.776 -0.851  -0.335
7 O 1.437 -0.950 1.184  -0.316
8 P 1.411 -0.176 -0.296  0.758
9 H -2.896 -1.728 0.198  0.111
10 H -1.703 -1.787 1.545  0.064
11 H -1.289 -2.379 -0.048  0.084
12 H -1.158 1.409 -1.000  0.043
13 H -1.897 -0.172 -1.658  0.097
14 H -2.787 1.109 -0.618  0.074
15 H 2.324 2.245 -0.863  0.037
16 H 1.245 2.227 0.642  0.024
17 H 2.842 1.626 0.831  0.037
18 H -1.030 1.369 1.519  0.067
19 H 0.527 -1.086 1.566  0.036
20 H 3.268 -1.235 -0.069  0.105

**Energy relative to the best compared isomer or geometry (same formula, charge and spin)**: 1.429 eV
**E_tot**: -19216.330 eV
**HOMO level**: -8.4 eV
**HOMO-LUMO gap**: 9.35 eV
**Maximum force**: 3.0 eV Å⁻¹
**SMILES**: CC(C)=N.CP(O)O

# C4H12NO2PS

A 2-piece molecular cluster, C4H12NO2PS overall (ωB97M-V/def2-TZVPD, the OMol25 dataset).

Each line ends with the Löwdin charge.
CARTESIAN COORDINATES (ANGSTROEM)
1 C 1.189 -3.218 -0.042  -0.197
2 C -0.362 2.109 -1.297  -0.168
3 C -1.052 1.989 1.798  -0.184
4 C -1.191 -0.330 -0.023  -0.185
5 N 2.153 -2.175 0.179  -0.378
6 O 1.655 -0.706 -1.822  -0.505
7 O 1.280 1.094 0.576  -0.467
8 P -0.204 1.160 0.318  0.594
9 S 2.403 -0.913 -0.607  0.886
10 H 0.641 -3.264 0.863  0.053
11 H 0.371 -3.036 -0.840  0.098
12 H 1.647 -4.154 -0.131  0.052
13 H 0.510 1.792 -1.810  0.010
14 H -0.201 3.206 -1.319  0.053
15 H -1.268 2.048 -1.917  0.048
16 H -1.121 1.190 2.523  0.016
17 H -2.169 2.342 1.714  0.081
18 H -0.236 2.745 2.086  0.067
19 H -0.689 -0.871 -0.815  0.020
20 H -1.133 -0.993 0.812  0.037
21 H -2.223 -0.015 -0.246  0.068

**Energy relative to the best compared isomer or geometry (same formula, charge and spin)**: 2.289 eV
**E_tot**: -30051.181 eV
**HOMO level**: -9.9 eV
**HOMO-LUMO gap**: 10.60 eV
**Maximum force**: 2.9 eV Å⁻¹

# C4H12NO2S

A 3-piece molecular cluster, C4H12NO2S overall (ωB97M-V/def2-TZVPD, the OMol25 dataset).

Each line ends with the Löwdin charge.
CARTESIAN COORDINATES (ANGSTROEM)
1 O 2.542 -1.148 -0.668  -0.019
2 C 1.773 -0.360 0.542  -0.033
3 C 0.394 -0.207 0.203  -0.047
4 C 0.129 0.542 -1.176  -0.123
5 C -0.495 1.950 -1.111  -0.440
6 S -2.077 2.056 -0.175  1.077
7 N -0.820 -0.814 0.817  0.208
8 H 2.365 0.529 0.436  0.154
9 H 1.979 -0.876 1.465  0.140
10 H -0.470 -0.043 -1.860  0.148
11 H 1.109 0.566 -1.620  0.128
12 H 0.129 2.712 -0.537  0.128
13 H -0.565 2.402 -2.144  0.142
14 H -1.391 1.697 1.766  0.301
15 H -1.448 -0.009 0.723  0.003
16 H 3.280 -1.702 -0.352  0.120
17 H -0.574 -0.908 1.753  0.099
18 H 0.072 -2.512 0.854  0.030
19 H -0.321 -4.053 1.318  0.090
20 O 0.458 -3.422 1.235  -0.106

**Energy relative to the best compared isomer or geometry (same formula, charge and spin)**: 6.386 eV
**Net charge**: +2
**E_tot**: -20736.340 eV
**HOMO level (spin up / spin down)**: -17.6 / -17.6 eV
**2S+1**: 2
**HOMO-LUMO gap (spin up / spin down)**: 5.90 / 4.24 eV
**Maximum force**: 7.7 eV Å⁻¹

# C4H12NO3

A 2-piece molecular cluster, C4H12NO3 overall (ωB97M-V/def2-TZVPD, the OMol25 dataset).

Each line ends with the Löwdin charge.
CARTESIAN COORDINATES (ANGSTROEM)
1 C -0.842 0.370 -0.408  -0.333
2 O -0.269 0.281 -1.651  -0.339
3 C -0.182 -0.735 0.615  -0.346
4 C 1.041 -0.280 1.550  -0.156
5 C 0.619 0.736 2.611  -0.265
6 O 0.463 2.062 2.066  -0.126
7 N 0.421 -1.741 -0.238  -0.003
8 H -0.514 1.268 0.103  0.052
9 H -1.930 0.427 -0.497  0.090
10 H -0.959 -1.027 1.338  0.116
11 H 1.244 -1.280 1.928  0.092
12 H 1.782 0.128 0.864  0.111
13 H -0.328 0.634 3.143  0.105
14 H 1.440 0.852 3.363  0.100
15 H 0.758 2.078 1.146  0.061
16 H 0.563 -1.313 -1.155  0.053
17 H -0.061 -2.625 -0.293  0.052
18 H -0.886 -0.394 -2.790  -0.021
19 H -1.113 0.149 -4.182  -0.010
20 O -0.953 -0.738 -3.800  -0.230

**Energy relative to the best compared isomer or geometry (same formula, charge and spin)**: 1.422 eV
**Net charge**: -1
**E_tot**: -11974.530 eV
**HOMO level**: -3.7 eV
**HOMO-LUMO gap**: 7.48 eV
**Maximum force**: 3.3 eV Å⁻¹

# C4H12NO3

A 2-piece molecular cluster, C4H12NO3 overall (ωB97M-V/def2-TZVPD, the OMol25 dataset).

Each line ends with the Löwdin charge.
CARTESIAN COORDINATES (ANGSTROEM)
1 O 1.064 -2.160 1.561  0.190
2 C 0.230 -1.364 1.296  -0.451
3 O -0.970 -1.357 1.976  0.070
4 C 0.254 -0.166 0.294  -0.173
5 C 1.413 0.793 0.569  -0.220
6 C 2.656 0.490 -0.143  -0.087
7 N -1.122 0.530 0.444  0.212
8 H -1.184 -2.187 2.446  0.158
9 H 0.373 -0.571 -0.748  0.185
10 H 1.507 0.543 1.670  0.148
11 H 0.923 1.797 0.495  0.133
12 H 2.974 -0.567 0.072  0.110
13 H 3.506 1.126 0.086  0.097
14 H 2.556 0.254 -1.196  0.085
15 H -1.342 1.000 -0.451  0.180
16 H -1.218 1.292 1.133  0.188
17 H -1.811 -0.247 0.411  0.175
18 H -3.069 1.564 -5.097  0.032
19 H -3.130 2.955 -4.394  0.035
20 O -2.539 2.254 -4.692  -0.066

**Energy relative to the best compared isomer or geometry (same formula, charge and spin)**: 1.726 eV
**Net charge**: +1
**E_tot**: -11967.870 eV
**HOMO level**: -14.1 eV
**HOMO-LUMO gap**: 10.36 eV
**Maximum force**: 3.8 eV Å⁻¹